{"formula": "C2H9NO2", "method": "the ωB97M-V functional and the def2-TZVPD basis", "elements": ["C", "C", "N", "H", "H", "H", "H", "H", "H", "H", "O", "H", "H", "O"], "coordinates": [[0.7505, 0.5624, 0.8330], [-0.5203, 0.2746, 1.5271], [-1.5289, -0.2746, 0.5463], [1.5689, -0.0909, 1.1098], [0.4770, 0.5614, -0.2241], [1.1467, 1.6028, 0.9644], [-0.3611, -0.4848, 2.2707], [-0.9851, 1.1186, 2.0660], [-1.0365, -0.3041, -1.0862], [0.0354, -0.7292, -1.9726], [-0.9424, -0.6252, -2.0602], [2.0044, -0.9874, -2.7444], [-2.2719, 0.4107, 0.6132], [1.6632, -1.0342, -1.8431]], "forces_ev_per_angstrom": [[2.1, 1.2, -1.8], [-4.3, 1.0, -0.3], [3.1, 0.6, 2.5], [-0.1, -0.4, -0.4], [1.1, -0.2, -0.1], [-0.9, -0.6, 0.5], [0.1, -1.3, 0.4], [0.4, -0.2, -0.3], [-0.8, -1.0, -1.8], [-0.2, -0.4, -0.9], [0.3, 1.2, 2.4], [0.3, -0.1, -0.6], [-1.2, 0.3, -0.2], [0.3, 0.0, 0.5]], "e_tot_ev": -7789.2361, "orbital_gap_ha": [0.200, 0.199], "s2": 0.753, "lumo_energy_ev": [-10.1986, -10.2193], "total_charge": 1, "spin_multiplicity": 2}